DFT (the ωB97M-V functional and the def2-TZVPD basis) results for a 12-piece molecular cluster, C30H70N17O23S2 overall at a distorted geometry.

Calculated values
Net charge: +1
HOMO level in eV: -9.97
E_tot in a.u.: -4641.52224
Orbital gap in eV: 7.537
Largest force on an atom in hartree/bohr: 0.0314

```
142
Properties=species:S:1:pos:R:3:forces:R:3
C 4.5849 4.1381 0.9781 -0.4 0.1 0.2
C 4.0763 2.7111 0.7413 0.4 0.2 -0.7
C 3.4287 2.5616 -0.6586 -0.1 -0.5 0.8
C 1.8937 2.6239 -0.6342 -0.2 -0.2 -0.5
C 1.2120 1.2872 -0.9800 0.3 0.7 0.1
N 1.0851 0.4210 0.1858 -0.1 -0.8 0.1
C 2.1331 -0.5981 0.3750 0.6 0.0 -0.1
C 2.1604 -1.6623 -0.7392 -0.1 0.4 0.0
C 3.4561 -1.6425 -1.5601 0.4 0.2 -0.1
S 4.2860 -3.2394 -1.7206 -0.5 -0.4 0.0
C 4.7121 -3.5581 -0.0111 0.1 0.4 0.4
S 5.3040 -2.3615 0.9079 -0.1 0.0 0.2
N 4.4995 -4.8469 0.5255 0.1 -0.3 -0.8
C 5.1735 -5.9357 -0.2019 -0.1 -0.3 0.2
C 4.5846 -6.3856 -1.5464 0.4 0.3 -0.4
C 3.0852 -5.1130 0.8307 0.3 0.1 0.4
C 2.6735 -4.4468 2.1389 -0.5 -0.2 -0.1
C 0.1171 0.4993 1.0771 -0.3 0.6 -0.2
N -0.0165 -0.3171 2.1533 0.1 -0.3 0.0
C -1.1090 0.0678 2.7655 0.3 -0.1 -0.2
N -1.6784 1.0934 2.1572 -0.4 -0.3 0.7
N -0.9127 1.4083 1.0735 0.3 0.1 -0.1
C -1.3847 2.5290 0.2760 -0.2 0.2 0.1
C -2.7360 2.1959 -0.3776 0.7 0.3 -0.3
O -3.7297 2.4898 0.2428 -0.5 0.2 0.2
N -2.7160 1.6297 -1.6405 -1.0 -1.0 0.9
C -2.1055 0.2484 -1.5361 0.2 0.8 -0.3
C -4.0917 1.5068 -2.1569 0.1 -0.1 -0.7
H 3.8437 4.7056 1.5393 0.1 0.2 0.0
H 5.5261 4.1718 1.5161 0.0 -0.1 0.1
H 4.7154 4.6518 0.0261 0.1 0.0 0.0
H 4.9156 2.0185 0.7996 0.0 0.0 0.1
H 3.3624 2.4194 1.5144 0.0 -0.1 0.1
H 3.7416 1.5875 -1.0430 -0.1 0.0 -0.3
H 3.8294 3.3176 -1.3297 0.0 0.0 -0.1
H 1.5310 2.9276 0.3510 0.1 0.3 0.0
H 1.5457 3.3594 -1.3624 0.0 0.1 0.1
H 1.8222 0.7833 -1.7275 -0.1 -0.3 0.1
H 0.2441 1.4537 -1.4448 0.0 -0.1 0.1
H 3.0828 -0.0611 0.3965 0.0 0.0 0.0
H 2.0252 -1.0597 1.3487 -0.2 0.1 0.1
H 1.9954 -2.6398 -0.2947 0.0 -0.1 0.0
H 1.3314 -1.4788 -1.4231 -0.1 -0.2 0.1
H 4.1825 -0.9424 -1.1497 0.0 0.0 0.0
H 3.2676 -1.3387 -2.5908 -0.1 -0.1 0.0
H 6.2172 -5.6468 -0.3259 0.0 0.0 0.0
H 5.1810 -6.7883 0.4786 -0.1 0.1 0.1
H 5.1219 -5.8934 -2.3586 -0.1 0.0 -0.1
H 3.5372 -6.1185 -1.6724 -0.1 -0.1 0.2
H 4.6999 -7.4564 -1.7071 0.0 -0.1 0.2
H 2.9862 -6.1910 0.9560 0.1 0.0 -0.1
H 2.4339 -4.8135 0.0013 -0.1 0.0 0.0
H 2.3494 -3.4162 1.9946 0.2 0.1 0.1
H 1.8288 -4.9915 2.5663 -0.1 0.0 0.0
H 3.4889 -4.4926 2.8556 0.1 0.1 0.0
H -1.5262 -0.3685 3.6575 0.0 0.0 0.0
H -2.5383 1.5513 2.4264 0.0 0.2 -0.3
H -0.6377 2.9042 -0.4110 0.1 -0.3 0.0
H -1.6165 3.3371 0.9706 0.1 0.0 0.0
H -2.0983 -0.1045 -0.5045 0.0 -0.1 0.0
H -2.7068 -0.4371 -2.1210 0.1 0.0 -0.2
H -1.0993 0.2743 -1.9303 -0.1 -0.3 0.0
H -4.0341 1.1166 -3.1714 0.1 0.0 0.0
H -4.6894 0.8086 -1.5676 -0.1 0.1 0.2
H -4.5706 2.4796 -2.2078 0.0 0.0 0.2
C -0.9094 -2.4914 -5.0066 0.0 0.2 -0.3
N 0.0610 -2.1108 -3.9500 0.0 0.0 0.0
O -0.3820 -1.6556 -2.9094 0.0 0.0 0.0
O 1.2406 -2.2560 -4.1799 0.1 0.0 0.0
H -1.9043 -2.2940 -4.6470 0.0 0.0 0.0
H -0.6823 -1.8782 -5.8743 0.1 -0.1 0.0
H -0.7676 -3.5435 -5.2261 0.1 0.0 0.0
C -2.6432 2.3838 -5.8991 0.2 0.1 0.1
N -3.0066 0.9607 -6.1199 0.0 0.0 0.0
O -2.7142 0.1520 -5.2546 0.0 0.0 0.1
O -3.5750 0.6902 -7.1504 0.0 0.0 0.0
H -2.1496 2.4678 -4.9377 0.0 -0.1 0.0
H -1.9837 2.6824 -6.7089 0.0 0.0 -0.1
H -3.5617 2.9564 -5.9205 0.0 0.1 -0.1
C -4.6932 -4.5341 -2.2992 -0.1 0.0 0.0
N -3.9064 -4.2404 -3.5283 0.0 0.0 0.0
O -4.4980 -4.1653 -4.5792 0.0 0.0 0.0
O -2.7052 -4.0934 -3.3931 -0.1 -0.2 0.2
H -5.7343 -4.6371 -2.5793 0.0 0.0 0.0
H -4.3024 -5.4544 -1.8766 0.1 0.0 0.0
H -4.5448 -3.7052 -1.6141 0.1 0.0 0.0
C 3.1794 7.7778 -1.6932 0.1 0.0 -0.1
N 2.6073 6.4785 -1.2522 0.0 0.0 0.0
O 2.2577 5.6857 -2.1064 0.0 0.0 0.0
O 2.5284 6.2869 -0.0588 -0.1 0.0 0.0
H 3.1840 7.7983 -2.7757 0.0 0.0 0.0
H 2.5481 8.5576 -1.2811 0.0 0.0 0.1
H 4.1857 7.8376 -1.2881 0.0 0.0 0.1
C -2.8109 -2.4586 5.5975 0.0 0.1 -0.1
N -3.5594 -3.7209 5.8466 0.0 0.0 -0.1
O -3.9227 -4.3596 4.8844 0.0 0.0 0.0
O -3.7566 -4.0182 7.0055 0.0 0.0 0.0
H -2.7200 -2.3326 4.5250 0.0 -0.1 0.0
H -3.3794 -1.6485 6.0450 0.0 0.0 0.1
H -1.8377 -2.5546 6.0696 0.0 0.0 0.1
C -7.6779 3.2067 -5.5397 -0.1 -0.1 0.0
N -6.1964 3.1840 -5.4048 -0.1 0.0 0.0
O -5.6740 2.1723 -4.9782 -0.1 0.0 0.1
O -5.5959 4.1834 -5.7348 0.0 0.0 0.0
H -8.0637 2.2500 -5.2105 0.0 0.0 0.0
H -8.0452 4.0205 -4.9221 0.0 0.1 -0.1
H -7.9026 3.3878 -6.5861 0.0 0.1 0.0
C -4.4541 -5.1882 9.8248 0.0 0.1 0.0
N -5.5535 -5.5537 10.7600 0.0 0.0 0.0
O -5.9138 -4.7204 11.5643 0.0 0.0 0.0
O -6.0169 -6.6680 10.6482 0.0 0.0 0.0
H -4.1454 -4.1729 10.0404 0.0 0.0 0.0
H -3.6437 -5.8919 9.9876 0.0 -0.1 0.0
H -4.8404 -5.2760 8.8159 0.0 -0.1 0.0
C 7.9818 2.2595 4.4511 0.1 -0.1 -0.1
N 6.8566 2.7473 3.6063 0.1 -0.1 0.0
O 6.7362 2.2768 2.4936 0.1 -0.1 0.1
O 6.1300 3.5874 4.0914 0.0 0.0 0.0
H 8.5350 1.5193 3.8865 0.0 0.0 0.0
H 8.5992 3.1186 4.6941 0.0 0.0 0.1
H 7.5488 1.8327 5.3503 0.0 0.1 0.0
C -5.6181 1.9613 3.6251 -0.1 0.1 0.0
N -4.7297 1.6096 4.7688 -0.1 0.0 0.1
O -5.0347 1.9861 5.8679 0.0 0.0 0.0
O -3.7306 0.9445 4.5157 0.1 0.0 -0.3
H -6.4479 2.5410 4.0097 0.0 0.0 0.0
H -5.0309 2.5355 2.9130 0.0 -0.1 0.0
H -5.9559 1.0301 3.1805 0.1 0.0 0.0
C 2.0954 12.1413 -2.6119 0.0 0.0 -0.2
N 1.5709 10.8293 -2.1428 -0.1 0.1 0.0
O 1.2692 10.0013 -2.9772 0.0 0.0 0.0
O 1.4811 10.6691 -0.9430 0.1 0.0 0.0
H 2.1170 12.1312 -3.6946 0.0 0.0 0.0
H 1.4278 12.9091 -2.2339 0.0 0.0 0.1
H 3.0902 12.2599 -2.1937 0.0 0.0 0.1
C 0.9614 -8.1148 -1.3926 -0.1 0.0 0.0
N 1.4996 -8.2797 -0.0139 -0.1 0.0 -0.1
O 0.8134 -7.8930 0.9098 0.0 0.1 0.0
O 2.5937 -8.7890 0.0893 0.1 0.0 0.0
H -0.0131 -7.6473 -1.3226 0.0 0.0 0.0
H 1.6631 -7.4934 -1.9410 0.1 -0.1 0.0
H 0.8970 -9.1038 -1.8356 0.1 0.0 0.0
```
Forces are in eV/Å.